1.
# C44H88O32S6

A 14-piece molecular cluster, C44H88O32S6 overall at a distorted geometry (ωB97M-V/def2-TZVPD, the Open Molecules 2025 dataset).

Last column: Löwdin charge in e.
CARTESIAN COORDINATES (ANGSTROEM)
H  5.68973  2.50049  1.67996  0.121
C  4.60719  3.56792  -4.72561  -0.143
C  -0.00710  8.73533  4.17334  -0.230
H  -7.79981  -3.57625  -0.00737  0.106
O  1.69983  -5.41612  2.80585  -0.133
H  -1.88702  -4.77497  6.17157  0.113
O  -5.22522  2.76188  7.45512  -0.215
H  -1.02548  6.67493  -4.86719  0.121
H  0.57754  -0.09261  1.75934  0.135
C  -0.26980  -0.14891  1.07600  -0.203
S  -1.29595  -7.15458  -4.37473  0.751
H  1.71298  -6.75359  5.06662  0.111
H  -4.04516  -2.67142  6.77251  0.110
H  3.38607  -7.16888  4.93835  0.109
C  -7.30857  -4.14944  0.77891  -0.184
C  -9.17784  0.63644  -4.36549  -0.176
H  -2.50598  -2.43936  6.02657  0.104
H  7.37174  2.26887  0.12217  0.111
O  -6.96709  -5.44697  0.34079  -0.154
H  -1.09761  -0.62808  1.59870  0.138
H  -7.94250  -4.19245  1.66456  0.110
O  -7.62570  3.18209  6.56632  -0.261
C  2.72311  -5.47385  3.73185  -0.256
C  -1.46686  -4.73734  -5.11608  -0.212
O  3.79579  -5.26874  -2.36457  -0.236
H  -4.19104  4.05522  6.22248  0.125
C  -2.46811  -3.03626  8.13088  -0.181
C  0.46017  6.43732  3.69357  -0.198
H  -2.20034  -4.48138  -5.88066  0.129
H  -0.45405  0.24990  -7.24593  0.116
C  -5.59062  -5.79426  0.52270  -0.181
H  4.89030  1.44936  6.60969  0.108
C  -0.97420  8.57841  -3.87841  -0.253
H  -2.70995  -6.14619  7.72855  0.115
H  2.78476  3.22729  7.96233  0.118
O  5.22263  5.38649  -6.10032  -0.190
C  2.53474  -6.82040  4.35363  -0.183
O  -6.22122  2.73086  -4.75598  -0.261
C  0.27507  -0.94594  -0.03625  -0.248
H  2.18262  0.53389  -10.02676  0.108
H  3.02196  -0.66481  7.80195  0.111
C  0.24422  1.05981  -7.45700  -0.223
O  -5.86537  1.54654  5.54769  -0.231
H  0.69865  -4.60363  -5.42473  0.132
H  1.51890  6.28567  3.48336  0.120
H  -2.89406  -2.16063  8.62070  0.113
O  -8.60505  1.96723  -4.13926  -0.208
H  -0.63678  8.33747  -2.87034  0.122
H  -0.14000  -5.42714  -6.77390  0.129
H  2.69122  0.41268  6.42961  0.105
H  -1.60795  8.39699  -6.52514  0.116
C  2.21282  -7.74646  3.14866  -0.133
O  1.44366  0.59534  -8.04512  -0.134
H  -1.38071  1.68914  -8.46574  0.103
O  0.14894  2.44784  -1.46497  -0.253
C  5.44853  -7.54221  -4.04244  -0.195
O  5.39946  0.52990  2.00000  -0.146
H  -5.19872  -6.51343  -0.19655  0.114
S  6.65578  4.90196  -5.52660  0.745
O  6.00206  3.81088  -4.40723  -0.209
S  -6.96793  1.94505  -3.74636  0.789
C  4.52485  0.99192  7.52909  -0.174
H  -9.96560  0.46571  -5.09924  0.138
C  -4.82496  -4.43819  0.56567  -0.169
C  -3.23302  -5.19086  7.68567  -0.248
H  -0.18633  5.57665  3.86497  0.119
O  0.24279  7.42744  4.70465  -0.137
H  -1.34849  -3.79009  -4.58996  0.131
O  -1.94560  -5.67214  -4.22394  -0.197
O  -0.63053  1.12751  0.58983  -0.181
C  -4.96527  2.49245  5.03086  -0.198
S  -0.48062  1.18349  -1.05878  0.765
C  -5.88706  -3.50485  1.05010  -0.165
S  -6.67567  2.11674  6.95674  0.784
H  -0.39787  1.27469  -10.66907  0.101
H  -0.83301  10.43922  -6.18704  0.118
H  5.67679  -9.24588  -2.69599  0.134
O  0.08051  -6.48063  -5.04286  -0.219
H  -1.03644  9.04238  4.35851  0.118
C  4.46968  2.02104  8.55808  -0.220
H  6.67765  -0.67035  2.90389  0.121
H  -7.75182  -0.05521  -5.80041  0.132
C  3.07837  0.36437  7.44739  -0.163
C  4.89941  -8.57472  -3.06113  -0.205
H  3.71686  -5.43376  3.28582  0.119
H  1.16859  -1.49378  0.26308  0.147
H  -5.52942  3.31987  4.60047  0.116
O  5.85535  -6.44432  -3.25914  -0.202
H  -3.98484  -4.60539  1.23972  0.103
H  2.62545  2.65371  9.66370  0.125
H  0.01571  7.94371  -6.97980  0.116
H  -4.29496  -5.32659  7.89052  0.121
C  7.53619  0.41308  1.31477  -0.180
H  4.14377  -9.12310  -3.62361  0.136
H  7.88635  0.98797  2.17209  0.121
C  6.87207  1.32462  0.33857  -0.180
C  0.17311  8.60852  2.73594  -0.193
H  8.22305  -0.27942  0.82818  0.116
H  4.29903  3.75121  -6.88708  0.128
O  7.31398  5.96440  -4.75613  -0.254
O  5.62839  -5.98570  -0.79048  -0.245
O  -6.78915  2.16608  -2.29602  -0.257
H  0.32116  6.72024  1.49220  0.110
H  0.85917  2.32681  -10.33190  0.097
C  4.27546  4.38960  -6.00390  -0.202
H  0.59268  7.48899  -4.69126  0.120
O  -6.89764  0.29244  -4.06577  -0.226
H  0.92284  9.87305  -5.83155  0.123
H  4.96035  1.74524  9.49150  0.116
H  3.14272  -7.89745  2.60040  0.103
O  -2.90890  -4.29169  8.72988  -0.129
H  -0.49693  9.30483  2.23167  0.113
O  4.29165  -7.79850  -2.09650  -0.194
C  -3.04299  -3.09571  6.71135  -0.181
O  2.37515  1.21326  8.35394  -0.171
H  -0.47239  -1.65309  -0.39588  0.132
H  4.50229  2.50218  -4.92881  0.123
H  0.34401  -6.89431  2.43107  0.112
C  -0.57768  8.36897  -6.17039  -0.204
C  -0.32911  1.97466  -8.49250  -0.165
H  5.17508  0.12474  7.64441  0.107
H  0.42318  1.61922  -6.53878  0.121
C  1.40967  -6.71830  2.28448  -0.188
C  5.56280  1.59243  1.09054  -0.194
H  4.65531  -7.22138  -4.71769  0.126
H  6.28235  -7.86934  -4.66360  0.137
H  -4.37145  -4.13090  -0.37667  0.105
H  1.09802  -0.60875  -9.80383  0.108
C  -4.30345  2.97972  6.35944  -0.153
H  1.14142  9.02647  2.46065  0.112
H  -8.18238  -1.26942  -4.57613  0.142
O  -1.70131  0.78365  -1.78378  -0.252
H  4.07249  3.75406  -3.79420  0.127
C  -0.14766  -5.23234  -5.70148  -0.150
O  0.66054  -0.02912  -0.98712  -0.180
H  -5.47275  -6.33385  1.46240  0.108
O  -1.05368  -7.70373  -3.03042  -0.245
H  1.64410  -8.65232  3.35859  0.109
C  6.38356  -0.41410  1.88607  -0.239
S  4.81538  -6.21830  -1.98609  0.740
H  -5.94654  -3.28286  2.11559  0.107
O  -2.13796  -7.90111  -5.31743  -0.251
C  3.04166  2.44623  8.67790  -0.174
H  3.27368  4.81791  -6.03689  0.133
H  5.07545  2.90000  8.33771  0.112
H  2.60740  -4.62048  4.40004  0.125
H  -1.13649  6.94652  2.33319  0.107
H  -0.23778  3.03974  -8.27948  0.108
C  -0.06286  7.10303  2.43777  -0.160
H  0.66312  9.46877  4.62161  0.122
C  1.27431  0.40299  -9.43859  -0.208
O  7.44850  4.25075  -6.58375  -0.257
C  -8.05502  -0.20331  -4.76395  -0.204
C  -0.15153  9.73424  -5.71091  -0.164
H  -9.61716  0.23203  -3.45359  0.131
H  6.80210  0.84853  -0.63946  0.111
H  4.72468  1.56737  0.39410  0.116
C  -2.94597  -4.58746  6.34922  -0.162
O  -7.11006  1.04827  7.83524  -0.228
H  -2.06417  8.58335  -3.87114  0.119
H  -4.31323  2.14154  4.23098  0.134
H  -5.87955  -2.63064  0.39910  0.101
C  -0.46839  7.61089  -4.90888  -0.203
O  -0.40855  9.78496  -4.26724  -0.131
H  -1.38712  -2.89755  8.14875  0.111
H  1.66697  -6.96398  1.25417  0.108
C  0.28669  1.52845  -9.85970  -0.133
H  -3.60480  -4.87687  5.53051  0.115
H  6.07272  -1.25718  1.26908  0.122
H  -3.35676  2.44964  6.46380  0.127

HOMO-LUMO gap	9.19	eV
E	-177569.23795	eV
ΔE to the lowest compared entry with this formula, charge and spin	321.82	kJ/mol

=====

2.
# C6H7N2

An isolated ion of composition C6H7N2 and charge +1 at a distorted geometry (ωB97M-V/def2-TZVPD, the Open Molecules 2025 dataset).

Last column: Löwdin charge in e.
CARTESIAN COORDINATES (ANGSTROEM)
H  -4.34229  -0.02699  -0.08217  0.078
H  -2.23330  1.24439  0.26215  0.128
C  -0.53981  -1.61548  -0.01768  0.080
C  2.79257  -0.30580  -0.03155  0.027
H  -3.38070  -1.58821  -0.18350  0.077
H  3.18060  -0.50047  -1.03475  0.121
H  3.28162  -0.99658  0.65975  0.120
H  0.62043  1.51114  0.10659  0.142
C  -3.38330  -0.51548  -0.06311  0.094
C  0.49688  0.45015  0.15333  0.195
N  1.36814  -0.52669  0.00401  -0.143
C  0.76251  -1.73265  0.10905  0.112
H  3.02745  0.72167  0.24566  0.112
C  -2.25800  0.17607  0.09828  -0.167
N  -1.02245  -0.41269  0.07139  0.025

HOMO-LUMO gap (spin up / spin down)	6.92 / 6.82	eV
net charge	+1
SMILES	C=Cn1c#c[n+](C)c1
E	-9300.99023	eV
ΔE to the lowest compared entry with this formula, charge and spin	689.55	kJ/mol

=====

3.
# C38H52IrN2O2P2

C38H52IrN2O2P2 as an isolated structure at a distorted geometry (ωB97M-V/def2-TZVPD, the Open Molecules 2025 dataset).

Last column: Löwdin charge in e.
CARTESIAN COORDINATES (ANGSTROEM)
H  -1.64942  0.30551  3.07620  0.154
H  -3.75008  2.62480  -0.46250  0.096
H  1.54920  4.74822  -1.27084  0.096
H  1.86202  3.31071  -2.94079  0.086
H  2.39255  4.00453  2.15935  0.100
H  -1.31480  -4.61916  0.61997  0.100
C  2.98710  -3.06777  0.92638  -0.184
O  -1.68203  2.50203  -0.81464  0.013
C  -1.44322  4.30838  1.79403  -0.031
C  -4.31041  2.48845  0.45393  -0.035
H  4.26428  -0.48326  -0.59608  0.069
C  -3.64329  2.07932  1.59782  -0.122
C  1.76829  1.84564  -1.39663  -0.387
H  -0.46734  3.89029  5.53010  0.107
H  2.52677  -0.25412  2.41476  0.091
C  -1.49109  1.73783  0.15033  -0.371
C  -1.19243  2.91699  3.76184  -0.047
C  1.01497  4.15768  -0.52132  -0.013
H  -0.26220  -4.08984  2.87332  0.127
H  2.49252  -2.40935  1.65232  0.095
H  -1.31914  1.94306  4.26464  0.113
C  2.46636  0.68822  -0.76866  -0.383
C  -0.71693  4.03167  4.48035  -0.068
H  -2.32064  -4.95527  -1.74438  0.069
H  -3.88161  1.79171  3.73360  0.108
H  -1.16728  -2.16641  -0.49794  0.126
H  0.91316  1.85454  -3.32629  0.057
C  -0.59332  0.09406  1.36154  -0.507
C  -4.38721  2.01828  2.79214  -0.028
H  0.71940  -2.13738  -5.22057  0.047
H  -6.32963  2.20920  3.74475  0.110
H  4.42231  1.06546  -1.40630  0.114
C  1.01067  -2.50731  -0.67420  -0.231
C  -0.73919  -2.66311  -3.09076  -0.408
C  0.23448  -3.74247  1.94441  -0.192
H  -0.87844  6.36674  2.00788  0.108
H  2.12958  -1.66165  -4.23314  0.037
H  3.80155  0.97675  2.36644  0.096
H  -0.98074  -5.92278  -0.86591  0.074
H  1.15185  -5.74274  2.09837  0.106
C  1.32620  -4.76062  1.64904  -0.074
H  -1.72799  -3.14657  1.33618  0.137
C  3.23418  0.26465  1.74452  -0.029
C  -0.59648  5.27976  3.84970  -0.073
H  0.80213  -5.55107  -3.18827  0.065
N  -0.65190  0.63728  0.08278  0.030
H  2.69975  -3.48587  -1.17059  0.098
H  -0.70224  -3.15059  -4.09088  0.072
H  3.00673  -1.82838  -0.78580  0.073
H  -6.14244  3.11689  -0.47252  0.102
H  -1.45388  -1.43953  -5.27388  0.047
P  -0.10297  -3.79079  -1.85798  0.854
H  3.71386  -0.31558  -2.30068  0.084
H  -0.22364  6.12776  4.41815  0.106
H  -1.11642  -5.90877  -2.63179  0.046
C  -0.83864  -3.65736  0.90205  -0.198
C  2.57760  -4.46458  1.18885  -0.097
C  -0.37752  -2.90756  -0.30597  -0.344
H  4.07836  -2.84044  0.96749  0.134
H  1.65915  -5.44569  -1.66923  0.083
C  3.76498  0.18548  -1.31928  -0.066
C  1.53554  2.80237  -0.32020  -0.158
H  -1.80596  4.40182  0.76982  0.120
P  -0.04552  -0.85493  -3.22491  0.589
C  1.82650  2.22536  -2.82783  -0.062
H  2.69634  1.79695  -3.33398  0.087
C  -0.95367  5.41023  2.50619  -0.064
Ir  0.62585  0.05746  -1.58580  1.050
H  -0.01748  4.08613  -0.86288  0.079
H  3.93969  -0.46938  1.35341  0.063
N  -1.63766  0.61613  2.09843  0.145
H  1.12177  -1.84303  -1.69524  0.025
C  -5.76763  2.28188  2.80017  -0.073
C  -2.09334  1.87274  1.57977  -0.246
H  1.98489  -4.31939  -3.07147  0.071
H  3.22645  -5.26868  0.82645  0.113
H  -1.79956  -2.52706  -2.83437  0.074
C  -5.67459  2.78375  0.44121  -0.063
H  0.61662  -2.70414  2.09654  0.091
C  -1.50245  3.05177  2.39503  -0.157
H  1.27682  -0.46324  -5.26244  0.047
C  1.97687  2.98164  2.21962  -0.001
C  -6.42245  2.64965  1.61761  -0.081
C  -1.28808  -0.52919  -4.66786  -0.234
C  1.14728  -1.32832  -4.59817  -0.259
C  1.21513  -4.82668  -2.47175  -0.183
C  2.44138  -2.71625  -0.44366  -0.211
C  -1.26207  -5.27833  -1.74541  -0.169
H  0.99037  4.72335  0.40863  0.072
C  2.03279  2.28322  0.89513  -0.189
O  0.22947  -0.72056  1.79986  0.021
H  -7.48979  2.85252  1.62296  0.103
H  -0.93446  0.19955  -5.40998  0.047
C  2.53324  1.01056  0.69389  -0.186
H  2.53251  2.43319  2.99682  0.082
H  0.93225  3.07383  2.57208  0.058
H  -2.30250  -0.20077  -4.38310  0.049

HOMO-LUMO gap (spin up / spin down)	7.40 / 5.94	eV
net charge	+1
spin multiplicity	5
E	-68728.57756	eV
⟨S²⟩	6.032
ΔE to the lowest compared entry with this formula, charge and spin	206.23	kJ/mol

=====

- E of number 1 (C44H88O32S6)?
  -177569.23795 eV

=====

- The highest ΔE to the lowest compared entry with this formula, charge and spin belongs to which entry?
  C6H7N2